273
Properties=species:S:1:pos:R:3:lowdin_charge:R:1 method="wB97M-V/def2-TZVPD" total_charge=0 e_tot_ha=-7213.17697 homo_ev=-7.643 homo_lumo_gap_ev=8.006
O -5.600 -2.017 -5.113 -0.296
P -4.936 -2.000 -3.790 0.623
N -4.978 -3.525 -2.990 -0.315
C -4.510 -4.657 -3.700 -0.137
C -5.198 -3.725 -1.529 -0.102
N -5.771 -0.956 -2.673 -0.316
C -5.246 0.242 -2.029 -0.113
C -7.196 -1.189 -2.547 -0.119
N -3.239 -1.720 -3.769 -0.286
C -2.424 -2.052 -4.899 -0.147
C -2.503 -1.501 -2.463 -0.075
H -4.857 -4.715 -4.732 0.084
H -4.695 -5.578 -3.148 0.087
H -3.444 -4.489 -3.852 0.049
H -5.477 -2.829 -0.975 0.065
H -4.268 -4.080 -1.087 0.062
H -5.978 -4.479 -1.418 0.078
H -4.317 0.501 -2.538 0.058
H -5.954 1.055 -2.191 0.084
H -5.090 0.089 -0.962 0.070
H -7.436 -2.252 -2.509 0.074
H -7.490 -0.760 -1.589 0.074
H -7.691 -0.750 -3.413 0.083
H -1.546 -1.414 -4.993 0.081
H -2.166 -3.111 -4.909 0.049
H -3.007 -2.058 -5.820 0.079
H -1.746 -2.250 -2.230 0.069
H -3.147 -1.526 -1.584 0.048
H -2.076 -0.506 -2.582 0.078
O 7.365 -0.887 -1.252 -0.304
P 6.014 -1.380 -1.715 0.671
N 5.341 -0.578 -3.111 -0.279
C 4.679 -1.223 -4.356 -0.069
C 5.492 0.853 -3.251 -0.137
N 4.641 -1.200 -0.602 -0.281
C 4.924 -1.193 0.858 -0.072
C 3.302 -1.493 -1.030 -0.132
N 5.988 -3.015 -2.229 -0.332
C 7.018 -3.364 -3.132 -0.144
C 5.404 -4.069 -1.463 -0.131
H 5.377 -1.409 -5.173 0.072
H 3.836 -0.646 -4.734 0.046
H 4.216 -2.130 -3.967 0.038
H 6.299 1.089 -3.945 0.076
H 5.621 1.375 -2.303 0.061
H 4.698 1.301 -3.847 0.066
H 4.859 -2.216 1.229 0.058
H 5.889 -0.734 1.070 0.082
H 4.147 -0.627 1.373 0.062
H 3.244 -1.559 -2.116 0.050
H 2.896 -2.388 -0.557 0.056
H 2.601 -0.707 -0.749 0.058
H 7.211 -2.514 -3.786 0.082
H 7.850 -3.875 -2.648 0.088
H 6.662 -4.180 -3.761 0.076
H 5.383 -5.012 -2.010 0.082
H 4.444 -3.819 -1.013 0.054
H 6.109 -4.270 -0.656 0.085
O 0.301 1.424 7.173 -0.276
P 0.211 -0.021 7.348 0.600
N 1.542 -0.818 8.121 -0.292
C 1.968 -0.434 9.457 -0.114
C 2.592 -1.414 7.429 -0.164
N -0.053 -0.926 5.902 -0.286
C -0.544 -0.268 4.699 -0.097
C -0.181 -2.355 5.883 -0.144
N -1.155 -0.453 8.294 -0.275
C -2.354 0.444 8.333 -0.104
C -1.312 -1.764 9.020 -0.097
H 1.244 -0.800 10.184 0.064
H 2.220 0.617 9.592 0.084
H 2.862 -0.901 9.873 0.083
H 3.327 -0.640 7.206 0.058
H 2.238 -1.870 6.505 0.050
H 3.024 -2.284 7.922 0.098
H -0.947 -0.903 3.910 0.077
H -1.384 0.369 4.978 0.066
H 0.212 0.396 4.282 0.062
H 0.189 -2.838 6.787 0.074
H -1.231 -2.643 5.836 0.072
H 0.292 -2.871 5.047 0.064
H -2.263 1.261 9.050 0.076
H -2.603 0.868 7.360 0.063
H -3.256 -0.151 8.478 0.071
H -2.192 -1.770 9.664 0.074
H -0.447 -1.990 9.642 0.054
H -1.473 -2.585 8.321 0.055
O 6.895 1.254 3.765 -0.315
P 5.655 0.990 4.596 0.638
N 4.181 0.822 3.637 -0.277
C 3.010 0.018 3.978 -0.122
C 3.894 2.067 2.852 -0.103
N 5.166 2.166 5.739 -0.307
C 3.978 2.081 6.629 -0.082
C 6.074 3.245 6.175 -0.119
N 5.891 -0.482 5.426 -0.316
C 6.372 -0.324 6.797 -0.107
C 5.952 -1.781 4.794 -0.109
H 3.372 -0.956 4.306 0.049
H 2.305 0.015 3.146 0.064
H 2.470 0.322 4.874 0.038
H 4.584 2.249 2.028 0.069
H 3.850 2.892 3.563 0.072
H 2.957 1.979 2.301 0.059
H 3.157 1.591 6.106 0.047
H 4.223 1.426 7.466 0.063
H 3.585 3.044 6.957 0.089
H 5.478 4.098 6.499 0.074
H 6.773 2.943 6.955 0.068
H 6.691 3.691 5.395 0.077
H 6.590 0.710 7.063 0.063
H 5.572 -0.679 7.447 0.056
H 7.202 -1.013 6.957 0.085
H 5.200 -1.779 4.005 0.049
H 5.503 -2.416 5.558 0.080
H 6.944 -2.172 4.569 0.091
O 1.481 -4.567 -0.774 -0.264
P 1.285 -5.577 -1.825 0.595
N 1.298 -4.948 -3.370 -0.296
C 2.635 -4.685 -4.030 -0.064
C 0.327 -3.962 -3.679 -0.134
N -0.161 -6.478 -1.769 -0.294
C -0.764 -7.216 -2.916 -0.088
C -1.027 -6.246 -0.632 -0.119
N 2.465 -6.840 -1.818 -0.280
C 3.039 -7.216 -0.505 -0.105
C 2.413 -8.000 -2.764 -0.105
H 3.166 -5.563 -4.397 0.071
H 3.286 -4.240 -3.277 0.050
H 2.604 -3.957 -4.841 0.078
H 0.421 -3.723 -4.738 0.092
H 0.568 -3.167 -2.973 0.080
H -0.707 -4.280 -3.545 0.061
H 0.015 -7.364 -3.664 0.056
H -1.091 -8.217 -2.631 0.082
H -1.589 -6.615 -3.296 0.068
H -0.434 -6.239 0.282 0.075
H -1.501 -5.266 -0.690 0.067
H -1.833 -6.976 -0.562 0.083
H 3.207 -8.291 -0.440 0.076
H 4.067 -6.883 -0.370 0.067
H 2.397 -6.905 0.319 0.074
H 2.249 -7.671 -3.790 0.068
H 1.775 -8.800 -2.388 0.080
H 3.417 -8.417 -2.688 0.077
O -0.658 3.640 0.295 -0.319
P -1.764 4.587 0.640 0.713
N -2.987 4.730 -0.582 -0.279
C -2.563 5.559 -1.740 -0.124
C -3.691 3.485 -1.090 -0.078
N -1.189 6.215 0.940 -0.292
C -1.954 7.410 1.244 -0.114
C 0.163 6.251 1.443 -0.133
N -2.750 4.115 2.050 -0.299
C -2.072 3.359 3.120 -0.097
C -3.934 4.894 2.445 -0.125
H -3.489 5.859 -2.231 0.064
H -1.958 4.961 -2.422 0.075
H -2.088 6.509 -1.497 0.066
H -4.232 3.083 -0.233 0.054
H -2.972 2.737 -1.424 0.071
H -4.418 3.772 -1.849 0.068
H -1.305 8.269 1.415 0.084
H -2.511 7.827 0.405 0.076
H -2.559 7.350 2.148 0.064
H 0.055 6.530 2.491 0.084
H 0.627 5.266 1.499 0.053
H 0.775 7.002 0.943 0.091
H -2.719 2.628 3.606 0.071
H -1.307 2.807 2.575 0.057
H -1.774 4.143 3.817 0.085
H -3.725 5.872 2.879 0.056
H -4.592 4.280 3.062 0.076
H -4.543 5.102 1.566 0.063
O -3.341 4.683 -8.055 -0.291
P -3.889 3.800 -7.020 0.656
N -4.747 2.324 -7.672 -0.287
C -4.330 1.781 -9.004 -0.114
C -5.432 1.345 -6.796 -0.122
N -5.033 4.553 -5.941 -0.308
C -6.229 5.010 -6.636 -0.130
C -4.564 5.309 -4.818 -0.133
N -2.617 3.168 -6.034 -0.284
C -2.755 2.181 -4.956 -0.101
C -1.316 3.813 -6.026 -0.133
H -4.136 0.709 -8.963 0.069
H -3.438 2.261 -9.407 0.068
H -5.135 1.883 -9.731 0.070
H -4.675 0.717 -6.325 0.047
H -6.006 0.668 -7.428 0.080
H -6.050 1.813 -6.030 0.073
H -6.995 5.367 -5.948 0.081
H -5.963 5.812 -7.324 0.077
H -6.646 4.235 -7.280 0.071
H -4.625 4.742 -3.889 0.044
H -3.510 5.588 -4.820 0.072
H -5.183 6.198 -4.694 0.089
H -2.024 2.346 -4.165 0.075
H -3.673 2.487 -4.456 0.061
H -2.769 1.138 -5.275 0.068
H -1.130 4.611 -5.307 0.063
H -1.019 4.085 -7.039 0.079
H -0.536 3.169 -5.620 0.043
N 2.508 -4.309 1.597 0.030
C 3.799 -4.608 1.884 -0.164
C 3.995 -4.174 3.148 -0.149
C 2.783 -3.754 3.736 -0.112
C 1.846 -3.891 2.757 -0.116
H 2.139 -4.450 0.668 0.026
H 4.530 -4.982 1.183 0.098
H 5.016 -4.118 3.494 0.086
H 2.578 -3.341 4.712 0.071
H 0.790 -3.668 2.745 0.093
N 1.444 8.017 -3.959 0.017
C 0.540 7.035 -3.732 -0.150
C 1.082 6.102 -2.849 -0.122
C 2.244 6.667 -2.373 -0.120
C 2.391 7.887 -2.971 -0.142
H 1.318 8.890 -4.451 0.150
H -0.421 7.123 -4.217 0.101
H 0.690 5.190 -2.424 0.079
H 2.939 6.357 -1.606 0.089
H 3.224 8.560 -2.835 0.106
N 3.603 3.139 -0.687 0.041
C 4.781 3.738 -0.566 -0.165
C 4.737 4.760 0.403 -0.094
C 3.376 4.856 0.793 -0.119
C 2.711 3.836 0.101 -0.153
H 3.441 2.372 -1.323 0.116
H 5.697 3.398 -1.025 0.105
H 5.561 5.307 0.837 0.091
H 2.893 5.503 1.511 0.081
H 1.671 3.547 0.100 0.074
N -3.793 -6.155 3.462 -0.004
C -2.795 -5.390 4.067 -0.108
C -2.796 -4.188 3.383 -0.112
C -3.739 -4.253 2.315 -0.115
C -4.299 -5.495 2.372 -0.156
H -4.027 -7.085 3.780 0.142
H -2.288 -5.759 4.947 0.105
H -2.286 -3.304 3.736 0.070
H -3.994 -3.469 1.617 0.075
H -5.198 -5.860 1.898 0.106
N 1.545 1.983 -5.079 0.014
C 1.509 0.678 -4.924 -0.170
C 1.483 0.332 -3.549 -0.096
C 1.431 1.531 -2.897 -0.131
C 1.563 2.554 -3.810 -0.107
H 1.662 2.463 -5.960 0.156
H 1.495 0.123 -5.850 0.114
H 1.477 -0.689 -3.197 0.078
H 1.496 1.793 -1.851 0.081
H 1.684 3.604 -3.586 0.087
N -7.807 0.603 1.474 0.013
C -6.567 0.381 2.010 -0.105
C -5.917 1.609 1.952 -0.150
C -6.723 2.491 1.417 -0.164
C -7.884 1.871 1.072 -0.150
H -8.655 0.061 1.396 0.155
H -6.183 -0.615 2.173 0.102
H -4.927 1.876 2.293 0.090
H -6.444 3.523 1.265 0.095
H -8.786 2.282 0.642 0.114
N -0.622 0.892 0.612 0.047
C 0.388 -0.008 0.821 -0.156
C -0.070 -1.304 0.735 -0.091
C -1.490 -1.201 0.671 -0.113
C -1.791 0.173 0.573 -0.131
H -0.556 1.899 0.552 0.059
H 1.420 0.304 0.884 0.088
H 0.543 -2.183 0.870 0.072
H -2.216 -1.998 0.610 0.070
H -2.744 0.649 0.398 0.092